Below is a cluster of 3 separate species, C17H27N3O9S3 in total, with properties calculated with wB97M-V/def2-TZVPD.

The geometry in ORCA input format:
```
! wB97M-V def2-TZVPD RIJCOSX def2/J DEFGRID3
* xyz 0 1
O -4.98 -0.73 0.47
C 4.94 -1.73 -3.26
H -7.53 -0.85 -2.14
N 0.56 1.22 0.38
C 7.23 -1.13 -3.84
H -3.64 1.45 1.23
H 7.82 -3.16 -4.43
H 4.14 -1.71 -2.52
H 0.29 1.62 4.28
O 5.36 -4.16 -4.22
H 5.67 0.32 -3.32
C -2.29 1.07 2.86
S 5.81 -3.29 -3.16
C -7.60 -0.34 0.58
C -0.94 0.42 3.18
C 6.02 -0.67 -3.03
C 7.43 -2.63 -3.56
N 3.13 1.75 -0.51
C 0.34 0.08 0.03
C -8.44 0.27 -0.54
C 2.48 -1.24 2.48
H 2.31 -2.29 2.70
H -6.07 1.75 -1.58
H 8.08 -2.80 -2.70
H 7.04 -0.98 -4.91
H 1.97 -0.37 4.32
H -5.39 0.16 -2.00
S -0.08 -1.36 -0.36
H 4.52 -1.65 -4.26
O 2.32 4.33 3.07
H -7.93 -0.07 1.58
O 2.31 2.10 3.37
H -3.10 0.56 3.39
C 1.98 -0.25 3.24
H -8.00 0.77 -2.62
H -0.69 -0.36 2.45
H 6.27 -0.64 -1.97
O 3.33 0.93 -1.29
H 8.13 -0.56 -3.59
H -1.04 -0.09 4.14
S -5.95 0.32 0.31
N 0.14 1.42 3.30
C 1.62 1.51 1.31
O -5.85 1.57 1.02
C 2.11 3.24 2.66
C 1.43 1.07 2.78
H 3.08 -1.02 1.61
H -7.53 -1.42 0.48
O 2.86 1.11 0.81
O 5.81 -3.72 -1.79
H -1.98 1.89 0.86
C -2.60 1.15 1.37
C -7.58 0.19 -1.81
H -9.39 -0.25 -0.65
C -6.17 0.68 -1.44
H -2.51 0.17 0.89
H -2.23 2.10 3.23
H -8.65 1.32 -0.31
O 1.65 2.93 1.43
*
```

The SMILES is C=C[C@@]1(NCCC)OC(=O)O[C@@]1(N=C=S)ON=O.O=S1(=O)CCCC1.O=S1(=O)CCCC1. The calculation puts the HOMO energy at -9.632 eV. Its LUMO energy is -0.031 hartree. The calculation puts the gap between HOMO and LUMO at 8.78 eV.